Below is a structure of composition C5H16O7Ti at a distorted geometry, with properties calculated with the ωB97M-V functional and the def2-TZVPD basis.

Values from the calculation:
Spin multiplicity   4
HOMO-LUMO gap (spin up / spin down)   3.31 / 2.65 eV
F_max   0.16305 Eh/bohr
Charge   -1
⟨S²⟩   3.772
Energy   -42884.94210 eV
ΔE to the lowest compared entry with this formula, charge and spin   0.0 kcal/mol
Molecular weight   236.04 g mol⁻¹

CARTESIAN COORDINATES (ANGSTROEM)
Ti1 -0.385 -0.676 0.750
C1 0.290 -4.442 0.473
O1 1.043 -3.685 1.019
O2 -0.646 -3.947 -0.182
O3 0.289 -5.683 0.578
C2 -0.427 4.045 0.800
O4 -1.248 2.941 0.511
H1 0.153 3.783 1.685
H2 0.282 4.187 -0.016
H3 -0.963 4.969 1.020
H4 -2.021 3.180 -0.005
C3 -3.784 0.467 3.762
O5 -3.408 -0.367 2.716
H5 -4.076 1.438 3.363
H6 -4.589 0.120 4.410
H7 -2.953 0.710 4.425
H8 -3.480 -1.268 3.039
C4 3.641 1.196 -1.111
O6 3.170 0.589 0.122
H9 3.827 0.369 -1.796
H10 2.846 1.787 -1.566
H11 4.568 1.756 -0.985
H12 3.587 -0.276 0.143
C5 0.886 -1.852 -4.163
O7 0.206 -1.299 -3.094
H13 0.984 -1.155 -4.996
H14 1.873 -2.182 -3.838
H15 0.301 -2.676 -4.571
H16 0.036 -2.028 -2.493


Below is the molecule C4H5NO at a distorted geometry, with properties calculated with the ωB97M-V functional and the def2-TZVPD basis.

Values from the calculation:
HOMO-LUMO gap   10.13 eV
F_max   0.05853 Eh/bohr
Energy   -7763.03830 eV
ΔE to the lowest compared entry with this formula, charge and spin   80.4 kcal/mol
Molecular weight   83.09 g mol⁻¹

CARTESIAN COORDINATES (ANGSTROEM)
C1 -1.303 0.626 -0.262
C2 0.035 -0.040 -0.548
C3 0.419 -0.924 0.556
O1 0.051 -0.730 1.703
C4 1.715 0.312 0.081
N1 2.821 0.630 0.271
H1 -1.193 1.184 0.662
H2 -1.999 -0.189 0.030
H3 -1.763 1.202 -1.074
H4 0.274 -0.269 -1.590
H5 0.943 -1.802 0.172


Below is a cluster of 2 separate species, C3H8O2 in total at a distorted geometry, with properties calculated with the ωB97M-V functional and the def2-TZVPD basis.

Values from the calculation:
Spin multiplicity   2
HOMO-LUMO gap (spin up / spin down)   10.61 / 3.90 eV
F_max   0.09409 Eh/bohr
Charge   +1
⟨S²⟩   0.759
Energy   -7323.71949 eV
ΔE to the lowest compared entry with this formula, charge and spin   66.2 kcal/mol
Molecular weight   76.09 g mol⁻¹

CARTESIAN COORDINATES (ANGSTROEM)
C1 -1.887 1.240 1.110
O1 -2.859 0.245 0.673
H1 -0.771 0.912 0.857
H2 -2.179 1.992 0.405
H3 -1.861 1.403 2.183
H4 -2.347 -0.604 0.993
O2 0.561 -0.985 -0.298
C2 1.550 -0.234 -0.401
C3 2.794 -0.470 -1.262
H5 1.401 0.667 0.199
H6 3.699 -0.266 -0.598
H7 2.764 0.148 -2.148
H8 2.928 -1.544 -1.572


Below is the molecule C6H8S at a distorted geometry, with properties calculated with the ωB97M-V functional and the def2-TZVPD basis.

Values from the calculation:
HOMO-LUMO gap   9.32 eV
F_max   0.05398 Eh/bohr
Energy   -17183.98611 eV
ΔE to the lowest compared entry with this formula, charge and spin   57.3 kcal/mol
Molecular weight   112.20 g mol⁻¹

CARTESIAN COORDINATES (ANGSTROEM)
C1 1.796 -0.318 -0.761
C2 1.898 -0.301 0.755
C3 -1.721 0.635 0.772
C4 -1.762 0.615 -0.744
C5 0.544 -0.649 -0.049
C6 -0.843 -0.271 0.001
S1 -0.563 -2.055 0.016
H1 1.835 0.631 -1.281
H2 2.305 -1.111 -1.291
H3 2.380 -1.130 1.242
H4 1.922 0.642 1.272
H5 -1.264 1.477 1.270
H6 -2.561 0.209 1.301
H7 -2.631 0.182 -1.216
H8 -1.333 1.445 -1.288


Below is the ion C5H15N2 with charge +1 at a distorted geometry, with properties calculated with the ωB97M-V functional and the def2-TZVPD basis.

Values from the calculation:
HOMO-LUMO gap   10.09 eV
F_max   0.02394 Eh/bohr
Charge   +1
Energy   -8401.87823 eV
ΔE to the lowest compared entry with this formula, charge and spin   18.4 kcal/mol
Molecular weight   103.19 g mol⁻¹

CARTESIAN COORDINATES (ANGSTROEM)
N1 -2.305 -0.347 1.011
C1 -2.157 -0.785 -0.419
C2 -1.370 0.323 -1.104
N2 -0.226 0.630 -0.286
C3 1.081 0.024 -0.668
C4 1.931 -0.331 0.569
C5 3.183 0.541 0.702
H1 -1.366 0.052 1.209
H2 -3.037 0.352 1.134
H3 -2.497 -1.102 1.679
H4 -1.573 -1.698 -0.373
H5 -3.139 -0.980 -0.848
H6 -1.060 -0.062 -2.077
H7 -1.948 1.213 -1.361
H8 -0.116 1.616 -0.112
H9 1.587 0.801 -1.243
H10 0.862 -0.787 -1.358
H11 2.213 -1.377 0.495
H12 1.293 -0.223 1.443
H13 3.979 0.016 1.216
H14 2.974 1.438 1.279
H15 3.595 0.828 -0.265


Below is the molecule C4H4OS at a distorted geometry, with properties calculated with the ωB97M-V functional and the def2-TZVPD basis.

Values from the calculation:
HOMO-LUMO gap   10.44 eV
F_max   0.10626 Eh/bohr
Energy   -17092.83442 eV
ΔE to the lowest compared entry with this formula, charge and spin   53.3 kcal/mol
Molecular weight   100.14 g mol⁻¹

CARTESIAN COORDINATES (ANGSTROEM)
C1 -0.963 1.891 -0.676
C2 0.546 -0.022 0.354
C3 0.595 -1.441 0.273
C4 0.717 -2.680 0.355
H1 -1.420 2.605 -1.357
H2 -0.399 0.284 0.793
H3 1.289 0.440 0.957
H4 0.803 -3.733 0.170
O1 -1.473 1.836 0.434
S1 0.305 0.821 -1.303


- Which of these has the lowest ΔE to the lowest compared entry with this formula, charge and spin?
  C5H16O7Ti